(1)
Computed, not measured: a single C4H9N3S molecule in a non-equilibrium geometry, with ωB97M-V with the def2-TZVPD basis set.

The maximum force is 0.0618 hartree/bohr. Its relative energy (zero: lowest compared OMol25 entry of this formula, charge and spin) is 461.9 kJ/mol. The value obtained for the HOMO-LUMO gap (spin up / spin down) is 7.52 / 7.52 eV. The value obtained for the LUMO energy (spin up / spin down) is 0.5 / 0.5 eV. For the total energy, the calculation gives -19594.84949 eV.

Structure (ORCA input):
```
! RIJCOSX wB97M-V def2-TZVPD def2/J DEFGRID3
* xyz 0 1
C -2.942 -1.315 -0.050
C 0.493 -0.067 -0.564
C -0.044 2.352 0.020
C 2.594 -1.251 0.390
N -2.179 -0.391 -0.557
N -1.612 0.596 0.158
N -0.361 0.868 -0.109
S 2.246 0.118 -0.754
H -3.559 -1.830 -0.755
H -2.810 -1.513 1.006
H 0.055 -0.998 -0.836
H -0.338 2.578 1.024
H 0.994 2.622 0.120
H -0.604 2.987 -0.623
H 2.253 -2.151 -0.264
H 2.164 -1.205 1.394
H 3.653 -1.400 0.399
*
```

---

(2)
Computed, not measured: 14 unconnected molecules or ions with the total composition H29O14 in a non-equilibrium geometry, with ωB97M-V with the def2-TZVPD basis set.

The maximum force is 0.0519 hartree/bohr. Its relative energy (zero: lowest compared OMol25 entry of this formula, charge and spin) is 293.6 kJ/mol. The value obtained for the HOMO-LUMO gap is 10.53 eV. The value obtained for the LUMO energy is -2.8 eV. For the total energy, the calculation gives -29129.57705 eV.

Structure (ORCA input):
```
! RIJCOSX wB97M-V def2-TZVPD def2/J DEFGRID3
* xyz 1 1
O 0.847 2.228 -2.876
H 3.108 1.813 0.564
O 0.658 -2.400 4.759
H 3.087 -1.813 -0.348
H -0.857 0.063 1.787
O -3.321 -1.866 -1.606
H -4.517 0.196 2.934
H -3.971 -2.505 -1.915
O 3.118 -2.127 -1.261
H 3.487 0.392 -1.742
H 2.382 -2.749 -1.185
O -0.739 1.364 -5.302
H -1.321 0.915 -4.689
H 0.138 0.986 -5.198
O -0.089 2.767 0.721
H -1.881 0.730 0.703
H -4.287 -1.321 2.462
O -2.524 0.965 -0.587
H -3.363 1.192 -0.176
H 1.223 -2.767 4.065
O 2.576 2.471 1.026
H 2.892 3.372 0.951
H -0.537 1.645 1.359
O 3.981 1.087 -1.298
H 0.164 2.398 -2.229
H 0.573 2.699 -3.668
O 1.330 -0.170 -1.425
H 0.645 -4.084 0.654
H -3.032 -2.205 -0.758
O -3.961 -0.424 2.483
H -0.489 3.628 0.886
H 0.527 0.797 3.298
O 0.644 -0.153 3.276
H 3.839 1.812 -1.912
H 0.389 -0.538 4.129
O -0.148 -3.953 0.152
H -0.047 -3.033 4.570
H -0.501 -4.627 -0.420
O -1.315 0.897 1.588
H 1.088 0.266 -2.224
H 0.841 2.860 0.801
H 2.042 -0.820 -1.592
H -2.677 0.013 -0.755
*
```

---

(3)
Computed, not measured: a molecular structure, C3H3BeLiO3 in a non-equilibrium geometry, with ωB97M-V with the def2-TZVPD basis set.

The maximum force is 0.2716 hartree/bohr. The value obtained for the HOMO-LUMO gap (spin up / spin down) is 4.90 / 4.90 eV. The value obtained for the LUMO energy (spin up / spin down) is -1.2 / -1.2 eV. For the total energy, the calculation gives -9901.99219 eV.

Structure (ORCA input):
```
! RIJCOSX wB97M-V def2-TZVPD def2/J DEFGRID3
* xyz 0 1
O 0.814 -1.276 -0.702
C 1.513 -0.388 -1.102
C 1.303 0.970 -0.706
Li -0.330 -2.390 -1.491
Be -0.292 0.048 -0.494
H 2.335 0.027 -0.367
H 1.668 1.478 0.181
O -1.443 1.226 1.145
C -1.449 0.031 0.539
O -2.185 -0.822 1.036
H -1.934 1.095 1.961
*
```

---

(4)
Computed, not measured: a molecular structure, C27H26F6HgNO2Te, with ωB97M-V with the def2-TZVPD basis set.

The maximum force is 0.0030 hartree/bohr. Its relative energy (zero: lowest compared OMol25 entry of this formula, charge and spin) is 0.0 kJ/mol. The value obtained for the HOMO-LUMO gap is 6.51 eV. The value obtained for the LUMO energy is 2.0 eV. For the total energy, the calculation gives -61781.16374 eV.

Structure (ORCA input):
```
! RIJCOSX wB97M-V def2-TZVPD def2/J DEFGRID3
* xyz -1 1
Hg 0.280 -3.047 -2.256
C 5.424 -0.558 4.676
C 4.079 -0.183 4.115
C 3.731 -0.504 2.812
C 2.497 -0.159 2.265
C 2.207 -0.539 0.842
C 1.582 0.530 3.071
Te -0.362 1.087 2.393
N -0.845 -0.734 1.742
C -2.007 -0.438 1.167
O -2.429 0.750 1.071
C -2.795 -1.577 0.599
C -2.897 -1.713 -0.782
C -3.619 -2.776 -1.307
C -4.246 -3.686 -0.468
C -4.138 -3.546 0.911
C -3.402 -2.498 1.444
C 0.334 2.365 0.845
C 0.918 3.514 1.376
C 1.410 4.505 0.544
C 1.308 4.340 -0.830
C 0.730 3.195 -1.351
C 0.228 2.176 -0.536
C -0.371 0.968 -1.185
C 1.911 0.866 4.391
C 0.964 1.601 5.311
C 3.157 0.504 4.892
H 5.971 -1.201 3.989
H 5.319 -1.086 5.626
H 6.031 0.330 4.862
H 4.439 -1.043 2.192
H 3.045 -1.087 0.414
H 2.035 0.345 0.225
H 1.315 -1.162 0.779
H -2.395 -1.038 -1.467
H -3.672 -2.884 -2.383
H -4.810 -4.511 -0.886
H -4.617 -4.260 1.570
H -3.290 -2.393 2.516
H 0.997 3.639 2.452
H 1.866 5.392 0.965
H 1.685 5.104 -1.499
H 0.662 3.060 -2.424
H 0.046 0.796 -2.173
H -1.448 1.093 -1.307
H -0.215 0.067 -0.598
H 0.046 1.035 5.483
H 0.670 2.573 4.911
H 1.437 1.767 6.278
H 3.409 0.762 5.915
C -1.468 -2.087 -5.523
C -1.469 -0.826 -4.630
O -1.165 -1.064 -3.354
C -2.886 -0.192 -4.718
F -3.026 0.895 -3.945
F -3.261 0.180 -5.973
F -3.815 -1.080 -4.307
C -0.445 0.170 -5.250
F 0.803 -0.318 -5.129
F -0.622 0.413 -6.576
F -0.442 1.378 -4.649
H -2.140 -2.813 -5.068
H -0.461 -2.502 -5.514
H -1.774 -1.897 -6.553
*
```

---

(5)
Computed, not measured: a molecular structure, C34H38FeN9O2S in a non-equilibrium geometry, with ωB97M-V with the def2-TZVPD basis set.

The maximum force is 0.1030 hartree/bohr. Its relative energy (zero: lowest compared OMol25 entry of this formula, charge and spin) is 178.2 kJ/mol. As for the expectation value of S²: 6.012. The value obtained for the HOMO-LUMO gap (spin up / spin down) is 5.60 / 5.24 eV. The value obtained for the LUMO energy (spin up / spin down) is -2.6 / -3.0 eV. For the total energy, the calculation gives -98594.48789 eV.

Structure (ORCA input):
```
! RIJCOSX wB97M-V def2-TZVPD def2/J DEFGRID3
* xyz 1 5
Fe 1.242 0.382 1.691
C 2.360 -2.128 2.432
C 3.603 -1.379 2.066
N 3.325 -0.006 1.593
C 4.125 1.084 2.280
C 3.257 2.017 3.060
C 3.808 3.130 3.716
C 2.939 3.968 4.408
C 1.575 3.651 4.462
C 1.125 2.479 3.816
C -0.250 1.874 4.134
N -0.535 0.682 3.256
C -0.956 -0.613 3.866
C -0.014 -1.758 3.478
N 1.344 -1.229 3.150
N 1.966 1.710 3.109
H 2.710 -2.929 3.090
H 1.757 -2.502 1.548
H 4.106 -2.004 1.262
H 4.199 -1.376 3.022
H 3.499 -0.025 0.600
H 4.676 1.638 1.574
H 4.772 0.517 2.948
H 4.914 3.312 3.768
H 3.242 4.813 4.941
H 0.876 4.144 5.145
H -1.006 2.647 3.858
H -0.329 1.608 5.216
H -1.171 0.953 2.534
H -1.965 -0.870 3.609
H -0.877 -0.648 4.961
H -0.391 -2.334 2.593
H 0.058 -2.464 4.342
H 1.769 -0.880 4.061
C -0.137 -7.307 -7.986
O -1.339 -7.019 -7.247
C -1.148 -6.488 -6.026
C -2.252 -6.314 -5.187
C -2.104 -5.625 -4.017
C -0.884 -4.898 -3.713
C 0.209 -5.160 -4.631
C 0.102 -5.940 -5.741
N -0.690 -3.863 -2.795
N -1.778 -3.346 -2.275
C -1.824 -2.244 -1.497
C -2.933 -2.100 -0.634
C -3.065 -1.158 0.367
C -2.094 -0.128 0.422
O -2.340 0.955 1.001
C -0.849 -0.363 -0.341
N 0.158 0.428 -0.015
C 1.221 0.726 -0.840
C 1.379 -0.131 -1.904
C 0.451 -1.178 -2.110
C -0.693 -1.329 -1.350
H 0.657 -7.788 -7.316
H 0.121 -6.351 -8.512
H -0.383 -8.061 -8.702
H -3.241 -6.654 -5.519
H -2.900 -5.413 -3.294
H 1.179 -4.700 -4.393
H 0.889 -6.024 -6.496
H -3.694 -2.881 -0.642
H -3.917 -1.181 1.107
H 1.975 1.483 -0.588
H 2.213 0.000 -2.550
H 0.592 -1.971 -2.805
N 1.003 6.114 1.740
C 0.118 5.406 1.044
S 0.441 3.808 0.783
N -1.065 6.004 0.741
C -2.009 5.459 -0.081
C -2.705 6.344 -0.967
C -3.628 5.811 -1.936
C -3.837 4.457 -2.036
C -3.368 3.613 -1.010
C -2.426 4.076 -0.106
H 1.824 5.674 2.104
H 0.877 7.078 2.026
H -1.369 6.845 1.173
H -2.311 7.343 -0.975
H -4.045 6.546 -2.629
H -4.449 4.052 -2.835
H -3.696 2.565 -0.948
H -1.988 3.365 0.558
*
```

---

(6)
Computed, not measured: 10 unconnected molecules or ions with the total composition C44H116N8O8 in a non-equilibrium geometry, with ωB97M-V with the def2-TZVPD basis set.

The maximum force is 0.0426 hartree/bohr. The SMILES is COC[C@H](C)N.COC[C@H](C)N.COC[C@H](C)N.COC[C@H](C)N.COC[C@H](C)N.COC[C@H](C)N.COC[C@H](C)N.COC[C@H](C)N.CCCCCC.CCCCCC. The value obtained for the HOMO-LUMO gap is 9.33 eV. The value obtained for the LUMO energy is 0.3 eV. For the total energy, the calculation gives -75802.42805 eV.

Structure (ORCA input):
```
! RIJCOSX wB97M-V def2-TZVPD def2/J DEFGRID3
* xyz 0 1
C -12.182 -13.584 24.997
O -12.824 -14.138 23.858
C -14.188 -13.795 23.602
C -14.434 -12.264 23.384
C -15.900 -12.058 23.388
N -13.976 -11.843 22.101
H -12.628 -13.827 25.962
H -12.141 -12.496 24.943
H -11.152 -13.922 25.107
H -14.500 -14.360 22.724
H -14.796 -14.157 24.431
H -13.925 -11.652 24.129
H -16.356 -12.420 22.466
H -16.122 -11.003 23.551
H -16.429 -12.588 24.180
H -13.566 -10.940 22.294
H -13.220 -12.447 21.811
C -27.551 -12.704 26.195
O -28.821 -13.222 25.824
C -29.317 -14.283 26.624
C -30.796 -14.527 26.485
C -31.135 -14.991 25.023
N -31.641 -13.432 26.882
H -27.096 -12.096 25.414
H -26.904 -13.552 26.419
H -27.539 -12.157 27.137
H -28.743 -15.204 26.516
H -29.217 -14.009 27.675
H -31.033 -15.317 27.198
H -30.683 -14.267 24.345
H -32.194 -15.017 24.768
H -30.677 -15.930 24.713
H -31.562 -13.166 27.853
H -31.462 -12.583 26.364
C -24.638 -0.920 21.957
O -24.882 0.393 22.335
C -26.259 0.735 22.317
C -26.442 2.248 22.697
C -25.906 2.592 24.078
N -27.871 2.614 22.644
H -25.119 -1.665 22.592
H -23.593 -1.228 21.925
H -24.972 -1.106 20.936
H -26.631 0.573 21.306
H -26.738 0.073 23.038
H -25.888 2.887 22.009
H -26.477 2.095 24.862
H -25.929 3.658 24.301
H -24.896 2.185 24.038
H -28.310 2.084 23.382
H -28.033 3.596 22.817
C -13.270 -3.331 24.263
O -12.141 -3.785 23.582
C -11.969 -5.189 23.358
C -11.993 -5.548 21.829
C -13.404 -5.353 21.183
N -11.604 -6.959 21.798
H -13.260 -2.241 24.277
H -13.403 -3.722 25.272
H -14.206 -3.634 23.794
H -10.975 -5.441 23.727
H -12.643 -5.827 23.930
H -11.349 -4.882 21.256
H -13.769 -4.331 21.280
H -14.143 -5.991 21.667
H -13.465 -5.570 20.117
H -10.685 -7.019 22.213
H -11.410 -7.196 20.836
C -23.139 -17.366 22.602
O -22.626 -16.150 22.048
C -23.636 -15.307 21.566
C -23.024 -13.972 21.049
C -23.848 -13.110 20.114
N -21.814 -14.244 20.265
H -23.803 -17.219 23.454
H -22.290 -17.932 22.984
H -23.640 -18.022 21.890
H -24.183 -15.784 20.753
H -24.412 -15.170 22.319
H -22.595 -13.451 21.905
H -24.005 -13.565 19.136
H -23.342 -12.156 19.962
H -24.840 -12.890 20.507
H -22.108 -14.798 19.473
H -21.384 -14.990 20.793
C -22.580 -4.761 16.391
O -23.526 -3.720 16.263
C -23.152 -2.567 15.502
C -24.349 -1.827 15.043
C -25.196 -2.685 14.122
N -23.933 -0.682 14.262
H -21.548 -4.420 16.479
H -22.677 -5.444 15.548
H -22.892 -5.277 17.299
H -22.427 -1.988 16.074
H -22.547 -2.767 14.618
H -24.953 -1.555 15.908
H -25.515 -3.637 14.548
H -24.769 -2.950 13.155
H -26.109 -2.131 13.903
H -24.655 -0.408 13.611
H -23.830 0.122 14.866
C -7.112 -13.809 30.677
O -6.655 -12.542 30.240
C -7.730 -11.663 29.879
C -7.186 -10.577 28.975
C -8.216 -9.513 28.448
N -6.456 -11.134 27.852
H -7.586 -14.306 29.830
H -7.860 -13.652 31.454
H -6.343 -14.448 31.112
H -8.482 -12.155 29.263
H -8.251 -11.312 30.770
H -6.335 -10.184 29.532
H -8.615 -8.957 29.296
H -8.949 -10.025 27.824
H -7.760 -8.817 27.745
H -5.596 -10.629 27.689
H -6.181 -12.076 28.090
C -24.681 -6.038 31.721
O -25.457 -5.273 30.790
C -25.787 -3.929 31.167
C -26.469 -3.176 30.007
C -25.462 -2.827 28.811
N -27.098 -1.882 30.390
H -25.198 -5.938 32.675
H -23.641 -5.714 31.676
H -24.781 -7.087 31.441
H -26.453 -3.845 32.026
H -24.931 -3.398 31.583
H -27.179 -3.884 29.579
H -24.578 -2.390 29.275
H -25.916 -2.093 28.145
H -25.108 -3.673 28.221
H -26.399 -1.285 30.810
H -27.771 -2.011 31.133
C -17.630 -9.508 34.999
C -16.097 -9.274 35.400
C -15.801 -7.845 35.703
C -14.264 -7.633 35.851
C -13.552 -7.642 34.524
C -12.066 -7.385 34.638
H -18.259 -9.198 35.834
H -17.764 -10.580 34.851
H -18.034 -9.016 34.114
H -15.764 -9.868 36.251
H -15.455 -9.531 34.558
H -16.318 -7.572 36.623
H -16.194 -7.250 34.880
H -13.978 -6.678 36.293
H -13.844 -8.313 36.592
H -13.735 -8.560 33.965
H -14.094 -6.921 33.913
H -11.730 -7.146 33.629
H -11.796 -6.556 35.292
H -11.578 -8.309 34.948
C -19.794 -7.110 24.378
C -20.306 -6.905 25.866
C -19.525 -7.648 26.992
C -18.080 -7.247 27.231
C -17.380 -8.135 28.290
C -15.888 -7.852 28.179
H -20.450 -6.690 23.616
H -19.492 -8.145 24.216
H -18.827 -6.636 24.208
H -20.527 -5.859 26.078
H -21.301 -7.334 25.984
H -19.622 -8.719 26.811
H -20.002 -7.582 27.970
H -17.535 -7.299 26.288
H -18.007 -6.196 27.509
H -17.734 -7.844 29.279
H -17.646 -9.189 28.219
H -15.239 -8.581 28.665
H -15.593 -8.090 27.157
H -15.620 -6.840 28.483
*
```